Below is 7 unconnected molecules or ions with the total composition C40H90N4O9 at a distorted geometry, with properties calculated with ωB97M-V/def2-TZVPD.

Values from the calculation:
F_max: 3.81 eV Å⁻¹
Multiplicity: 1
SMILES: CC1(C)CCCC(C)(C)N1O.CC1(C)CCCC(C)(C)N1O.CC1(C)CCCC(C)(C)N1O.CC1(C)CCCC(C)(C)N1O.OCCO.OCCO.O
Energy relative to the best compared isomer or geometry (same formula, charge and spin): 88.90 kcal/mol

Geometry (Å):
1 C 7.200 -3.507 12.255
2 C 5.816 -2.798 12.062
3 C 4.682 -3.919 11.832
4 C 5.617 -1.951 13.369
5 C 4.601 -0.777 13.301
6 C 5.023 0.151 12.145
7 C 5.156 -0.592 10.823
8 C 3.810 -1.000 10.217
9 C 5.824 0.496 9.959
10 N 5.947 -1.802 10.942
11 O 6.391 -2.405 9.806
12 H 7.575 -4.168 11.474
13 H 7.987 -2.788 12.483
14 H 7.048 -4.279 13.009
15 H 4.719 -4.466 12.774
16 H 3.629 -3.655 11.726
17 H 5.048 -4.561 11.031
18 H 5.447 -2.572 14.249
19 H 6.590 -1.560 13.666
20 H 3.545 -1.046 13.305
21 H 4.769 -0.147 14.175
22 H 5.890 0.716 12.486
23 H 4.189 0.849 12.071
24 H 3.131 -0.164 10.043
25 H 3.230 -1.726 10.788
26 H 3.865 -1.416 9.212
27 H 5.283 1.412 9.720
28 H 6.317 0.186 9.038
29 H 6.794 0.815 10.342
30 H 7.187 -1.908 9.599
31 C 4.244 -1.691 -6.134
32 C 3.285 -2.743 -5.584
33 C 2.987 -2.379 -4.076
34 C 1.822 -2.761 -6.230
35 C 1.706 -3.441 -7.547
36 C 2.260 -4.853 -7.582
37 C 3.696 -5.006 -6.865
38 C 3.799 -6.502 -6.429
39 C 4.697 -4.453 -7.918
40 N 3.764 -4.178 -5.633
41 O 4.908 -4.373 -4.940
42 H 5.291 -1.991 -6.166
43 H 3.833 -1.638 -7.142
44 H 4.262 -0.715 -5.649
45 H 2.144 -1.689 -4.037
46 H 2.847 -3.217 -3.394
47 H 3.711 -1.797 -3.505
48 H 1.123 -3.363 -5.649
49 H 1.378 -1.768 -6.159
50 H 0.654 -3.586 -7.789
51 H 2.049 -2.706 -8.276
52 H 2.342 -5.161 -8.624
53 H 1.578 -5.544 -7.086
54 H 3.506 -7.155 -7.251
55 H 3.166 -6.625 -5.551
56 H 4.826 -6.737 -6.151
57 H 4.913 -5.050 -8.805
58 H 5.683 -4.388 -7.458
59 H 4.539 -3.389 -8.094
60 H 4.664 -5.024 -4.277
61 C 1.042 6.395 -5.335
62 C -0.340 7.206 -5.274
63 C -1.363 6.624 -6.231
64 C -0.958 7.002 -3.929
65 C -0.362 7.908 -2.828
66 C -0.589 9.406 -3.222
67 C 0.078 9.757 -4.592
68 C -0.405 11.109 -5.043
69 C 1.631 9.768 -4.360
70 N -0.182 8.620 -5.593
71 O 0.350 8.810 -6.914
72 H 1.635 6.699 -4.473
73 H 0.805 5.335 -5.247
74 H 1.598 6.626 -6.244
75 H -2.209 7.284 -6.423
76 H -0.904 6.589 -7.219
77 H -1.828 5.675 -5.966
78 H -1.998 7.302 -4.051
79 H -0.942 5.923 -3.775
80 H -0.810 7.577 -1.891
81 H 0.712 7.726 -2.782
82 H -0.215 9.933 -2.344
83 H -1.662 9.596 -3.225
84 H -1.491 11.162 -4.979
85 H 0.052 11.313 -6.011
86 H -0.031 11.877 -4.366
87 H 2.226 10.432 -4.987
88 H 2.187 8.831 -4.404
89 H 1.871 10.085 -3.345
90 H 1.196 8.378 -6.776
91 C -8.105 -1.574 -1.948
92 C -8.042 -1.459 -3.594
93 C -6.466 -1.286 -3.916
94 C -8.711 -2.726 -4.093
95 C -9.107 -2.710 -5.560
96 C -10.129 -1.586 -5.713
97 C -9.537 -0.211 -5.282
98 C -8.648 0.271 -6.427
99 C -10.683 0.772 -4.991
100 N -8.872 -0.289 -3.951
101 O -8.272 0.874 -3.511
102 H -9.129 -1.843 -1.688
103 H -7.463 -2.388 -1.613
104 H -7.910 -0.622 -1.454
105 H -6.056 -2.119 -3.346
106 H -6.273 -1.234 -4.988
107 H -6.102 -0.376 -3.437
108 H -7.925 -3.464 -4.254
109 H -9.522 -2.988 -3.413
110 H -8.368 -2.750 -6.360
111 H -9.620 -3.662 -5.694
112 H -11.046 -1.826 -5.175
113 H -10.581 -1.638 -6.704
114 H -9.240 0.298 -7.342
115 H -7.765 -0.336 -6.621
116 H -8.149 1.236 -6.339
117 H -10.412 1.742 -4.573
118 H -11.427 0.201 -4.435
119 H -11.313 0.981 -5.855
120 H -8.834 1.205 -2.807
121 O 0.709 -0.547 3.346
122 C -0.222 0.604 3.210
123 C 0.553 1.851 2.842
124 O 0.975 2.527 3.995
125 H 0.263 -1.225 3.858
126 H -0.895 0.444 2.368
127 H -0.786 0.697 4.139
128 H -0.106 2.406 2.173
129 H 1.374 1.518 2.207
130 H 1.726 2.073 4.384
131 O -2.208 -5.748 9.135
132 C -2.010 -6.836 8.214
133 C -1.001 -6.427 7.133
134 O -1.526 -5.879 5.908
135 H -3.018 -5.930 9.617
136 H -1.546 -7.606 8.831
137 H -2.948 -7.137 7.748
138 H -0.444 -7.301 6.796
139 H -0.284 -5.725 7.558
140 H -1.648 -6.636 5.330
141 O 5.552 -1.167 3.316
142 H 5.455 -2.011 3.758
143 H 4.655 -0.883 3.143

Cartesian forces, eV/Å:
-0.9 -0.7 -0.2
-0.4 0.9 -0.5
1.7 0.6 1.0
-0.5 -0.1 0.0
1.5 0.0 0.1
-1.8 -1.2 1.2
-0.5 0.5 -1.2
-1.2 0.6 -0.5
2.1 -0.3 -1.2
1.2 0.2 3.6
-0.2 -0.2 -1.7
-0.4 0.5 -0.8
-0.2 -0.1 0.3
0.2 0.5 0.8
0.0 -0.5 -0.1
0.3 0.5 -0.4
-0.4 0.0 -0.1
-0.6 -0.5 -0.2
0.2 0.5 -0.5
0.1 -0.3 -0.3
-0.2 -0.3 0.4
0.3 -0.3 -0.5
0.2 0.4 -0.5
0.0 0.4 0.3
0.3 0.0 0.3
0.7 -0.2 0.0
-0.5 -0.4 0.3
-1.1 -0.7 -0.8
-0.2 0.3 1.3
0.3 -0.2 -0.2
-0.4 -0.4 -1.3
-1.1 -1.2 2.4
0.3 0.2 0.3
0.6 -0.6 1.3
-0.5 0.7 -1.0
1.6 0.3 1.1
-1.2 0.7 -1.4
0.8 1.2 -0.5
1.4 -0.4 1.3
-3.4 0.8 -1.2
2.0 -0.1 0.7
-0.1 -0.4 0.0
0.8 0.9 -0.5
-0.6 -0.1 0.1
-0.4 -0.3 -0.1
-0.6 -0.3 -0.5
0.9 0.0 -0.7
0.5 0.0 1.1
0.3 0.2 -0.5
-0.3 0.4 0.0
0.6 -0.6 -0.7
0.2 -0.2 0.1
-0.2 0.1 0.1
-0.1 0.0 0.1
-0.2 -0.2 -0.2
0.0 -0.1 0.0
-0.7 0.1 -0.2
0.3 -0.3 0.4
-0.7 -0.3 -0.6
0.2 0.0 0.3
-1.4 1.0 0.4
0.9 -0.4 -0.5
0.0 0.2 -1.8
-0.1 1.2 0.7
-0.2 -0.5 -1.3
-0.1 -1.9 0.4
1.9 -2.3 0.6
0.3 -0.1 -0.2
0.6 0.6 0.7
-2.0 1.6 0.5
-0.1 0.0 1.7
0.1 -0.2 -0.1
0.2 0.0 -0.3
0.0 -0.4 -0.1
0.1 0.4 0.5
0.0 -0.6 -0.2
0.6 -0.2 0.2
-0.3 -0.1 0.2
0.1 0.1 0.6
0.1 0.6 0.2
0.1 0.0 0.3
0.4 0.8 -0.6
-0.1 0.0 -0.3
0.0 0.0 -0.6
-0.6 0.2 -0.2
0.2 -0.1 0.2
-0.4 0.2 -0.4
-0.6 -0.5 -0.3
-0.2 0.4 0.2
0.7 0.2 -0.7
-0.5 0.1 -2.0
1.0 1.4 2.4
-2.3 -0.2 0.7
2.4 0.0 -1.6
-2.5 0.2 0.2
-0.1 -0.2 -0.1
0.0 1.1 0.1
0.8 0.3 -0.5
-1.1 -0.6 -1.1
-0.6 -2.8 0.0
0.5 0.9 -0.5
-0.1 0.0 0.0
0.2 0.2 0.1
0.5 -0.1 -0.1
0.6 -0.1 -0.7
0.3 -0.4 0.1
-0.2 0.1 -0.1
0.2 -0.6 1.7
0.0 -0.3 -0.4
0.6 0.6 0.5
-0.3 -0.1 -0.2
0.3 0.0 1.0
0.6 0.9 -0.6
0.0 0.0 -0.1
-0.3 -0.7 0.1
-0.6 0.4 0.6
0.1 -0.4 0.2
0.3 0.4 1.0
0.5 0.2 -0.7
-0.2 0.0 0.1
-0.7 1.3 -0.2
0.7 -1.3 -0.4
-0.2 -1.5 0.3
0.0 1.0 -0.1
-0.1 0.0 0.0
-0.2 -0.5 0.1
0.0 0.3 -0.1
0.1 0.9 0.6
0.3 0.1 0.0
0.0 -0.1 -0.1
-0.2 0.1 -0.6
0.7 0.9 0.2
0.0 -0.3 -0.5
-0.2 0.1 0.7
0.0 0.1 0.1
-0.2 -0.6 -0.4
0.0 -0.2 0.1
0.2 -0.3 0.6
-0.1 0.1 0.0
-0.1 0.2 -0.2
0.2 0.1 0.0
0.0 -0.2 0.1
-0.3 0.1 -0.1